(1)
86
Properties=species:S:1:pos:R:3:mulliken_charge:R:1 method="wB97M-V/def2-TZVPD" total_charge=+1 max_force_ha_per_bohr=0.06890 e_tot_ha=-2843.3989
C -3.6743 4.6979 -1.0919 -0.99
C -2.7586 3.7346 -2.0084 -0.02
C -2.5473 2.3746 -1.1819 -0.93
C -1.5872 1.4047 -2.0468 -0.11
C -2.1269 -0.1061 -1.7756 -0.78
C -0.9500 -1.1884 -1.6662 -0.78
C -1.1377 -2.2052 -0.4151 -0.92
C -0.2760 -1.6683 0.8574 -1.21
C 0.7232 -2.7770 1.4276 0.69
C 2.2045 -2.1704 1.3813 -1.60
N 3.0880 -2.5291 2.5409 0.20
C 2.5186 -2.2983 3.8950 0.64
C 2.6752 -0.8178 4.4711 -1.51
C 2.1205 0.3505 3.5446 -0.06
O 0.7573 0.2287 3.1404 -0.44
C 2.2823 1.7422 4.3461 0.76
F 2.1640 2.8446 3.4732 -0.24
F 1.4049 1.8400 5.4311 -0.23
F 3.6015 1.8455 4.8632 -0.27
C 3.4017 -3.2177 4.8909 0.54
F 3.0872 -2.9681 6.2287 -0.24
F 4.7774 -2.8787 4.7488 -0.29
F 3.3150 -4.5781 4.6055 -0.20
C 1.0015 -2.7671 4.1042 -2.22
C 0.2909 -3.4260 2.8310 1.74
C -1.2824 -3.5400 3.0626 -1.59
O -1.8776 -2.3755 3.7006 -0.33
C -2.2181 -2.7282 5.0780 -0.68
C 0.8371 -4.9645 2.7752 -0.26
C -0.1368 -5.9416 2.0021 0.11
O -0.5577 -5.8096 0.8487 -0.49
O -0.6078 -7.0796 2.7331 -0.49
H -4.1096 4.0524 -0.2494 0.28
H -4.5263 5.0655 -1.7543 0.29
H -3.0256 5.5308 -0.6846 0.28
H -3.2742 3.4295 -2.9842 0.21
H -1.7148 4.1649 -2.2020 0.08
H -2.1084 2.5200 -0.1462 0.25
H -3.5615 1.8537 -1.1061 0.43
H -1.6744 1.6142 -3.1669 0.08
H -0.5022 1.5303 -1.6929 0.29
H -2.8119 -0.4384 -2.6275 0.26
H -2.6668 -0.0874 -0.7714 0.35
H 0.0962 -0.7123 -1.6719 0.36
H -0.9827 -1.8152 -2.6298 0.40
H -0.7821 -3.2148 -0.7922 0.30
H -2.2448 -2.3259 -0.1624 0.45
H 0.2617 -0.7355 0.4565 0.56
H -1.0417 -1.2832 1.5987 0.27
H 0.6988 -3.6394 0.6693 0.85
H 2.2383 -1.0400 1.1956 0.42
H 2.7101 -2.6162 0.4499 0.27
H 3.9443 -1.9388 2.4620 0.55
H 3.4287 -3.4993 2.3745 0.67
H 3.7774 -0.6153 4.6586 0.52
H 2.1639 -0.7165 5.4936 0.47
H 2.7916 0.4756 2.6258 0.26
H 0.1805 0.2567 3.9323 0.38
H 0.9809 -3.5676 4.9287 0.50
H 0.4413 -1.8801 4.5449 0.43
H -1.4330 -4.4036 3.8105 0.63
H -1.8837 -3.8165 2.1425 0.27
H -2.5736 -1.7751 5.6044 0.25
H -1.3086 -3.1374 5.6518 0.27
H -3.0038 -3.5545 5.1270 0.30
H 1.0007 -5.3916 3.8128 0.33
H 1.8151 -4.9101 2.1775 0.31
H -1.5874 -7.0808 2.6536 0.38
C 1.3199 4.7924 -7.4525 -0.67
C 0.7748 5.9950 -6.6499 0.86
C 0.6467 5.7983 -5.1388 0.07
F -0.2092 4.8105 -4.8170 -0.17
F 0.1627 6.9236 -4.5568 -0.28
F -0.4021 6.3863 -7.1902 -0.27
F 1.6430 7.0285 -6.8541 -0.33
O 0.3597 3.9493 -8.1055 -0.39
C -0.2271 2.9122 -7.3520 0.74
C -1.7410 3.0887 -7.1882 0.23
F -2.0450 4.2501 -6.5742 -0.20
F -2.2590 2.0941 -6.4256 -0.24
F 0.4165 2.7821 -6.1767 -0.26
F 0.0161 1.7719 -8.0362 -0.30
H 1.8940 5.2213 -8.2780 0.41
H 2.0485 4.2101 -6.8831 0.33
H 1.6170 5.5787 -4.6849 0.25
H -2.2401 3.0808 -8.1605 0.21

(2)
77
Properties=species:S:1:pos:R:3:mulliken_charge:R:1 method="wB97M-V/def2-TZVPD" smiles="N[PH](F)(CCO)CCCC(=O)O.c1cc[nH]c1.c1cc[nH]c1.c1cc[nH]c1.c1cc[nH]c1.c1cc[nH]c1" max_force_ha_per_bohr=0.00976 e_tot_ha=-2010.1664
N -4.7822 1.2167 2.3653 -0.61
P -4.1722 2.6487 1.4757 0.62
F -3.5560 4.0674 0.7353 -0.44
C -5.8685 3.1600 1.0184 -0.83
C -6.6529 2.1292 0.2205 -0.47
O -6.0925 1.9139 -1.0701 -0.49
C -3.1066 1.6872 0.3422 -0.85
C -3.4457 0.2205 0.0804 -0.01
C -2.5931 -0.4099 -1.0536 -1.15
C -1.2796 0.2992 -1.2947 0.71
O -1.1139 1.1710 -2.0908 -0.50
O -0.2222 -0.1470 -0.5530 -0.46
H -5.3601 1.5376 3.1400 0.25
H -4.0118 0.7189 2.8029 0.10
H -3.6052 3.1912 2.6337 -0.01
H -6.3959 3.3732 1.9537 0.44
H -5.8122 4.0979 0.4672 0.45
H -7.6963 2.4492 0.1393 0.35
H -6.6291 1.1644 0.7237 0.18
H -5.7433 2.7473 -1.4049 0.34
H -2.0970 1.8071 0.7526 0.51
H -3.1049 2.2400 -0.5959 0.48
H -4.4887 0.1578 -0.2222 0.08
H -3.3408 -0.3817 0.9828 0.29
H -2.3891 -1.4540 -0.8169 0.40
H -3.1398 -0.3651 -1.9940 0.34
H -0.5071 -0.4339 0.3232 0.34
C 2.6766 1.1225 -1.9801 -0.04
C 3.8024 1.4185 -1.1635 -0.86
C 4.9200 1.0008 -1.8348 -0.10
N 4.5165 0.4643 -3.0274 0.05
C 3.1494 0.5331 -3.1204 -0.68
H 1.6412 1.3223 -1.7596 0.48
H 3.7922 1.8898 -0.1949 0.39
H 5.9621 1.0489 -1.5718 0.20
H 5.1355 0.0894 -3.7223 0.21
H 2.6203 0.1737 -3.9868 0.30
C 9.4040 3.7392 -2.4793 -0.64
C 8.3668 2.7673 -2.4447 -0.08
C 8.7594 1.7875 -1.5715 -0.50
N 9.9891 2.1297 -1.0800 -0.02
C 10.3891 3.3174 -1.6277 -0.45
H 9.4222 4.6442 -3.0630 0.37
H 7.4404 2.7888 -2.9947 0.40
H 8.2743 0.8791 -1.2570 0.36
H 10.5168 1.5916 -0.4182 0.19
H 11.3343 3.7609 -1.3657 0.37
C -4.4567 -2.7597 5.2598 -0.22
C -5.5245 -3.6211 4.8927 -0.77
C -6.1321 -3.0677 3.7969 -0.43
N -5.4750 -1.9103 3.4863 0.17
C -4.4547 -1.7122 4.3751 -0.50
H -3.7777 -2.8915 6.0861 0.43
H -5.8107 -4.5393 5.3768 0.40
H -6.9734 -3.4015 3.2143 0.41
H -5.7068 -1.2849 2.7319 0.13
H -3.8184 -0.8465 4.3059 0.36
C 2.2410 -0.6149 -8.3608 -0.55
C 2.8587 -1.8868 -8.5124 -0.38
C 3.4495 -2.1987 -7.3176 -0.56
N 3.2118 -1.1652 -6.4525 0.10
C 2.4769 -0.1956 -7.0793 -0.24
H 1.6873 -0.0711 -9.1075 0.38
H 2.8669 -2.5010 -9.3971 0.39
H 4.0130 -3.0631 -7.0113 0.36
H 3.5284 -1.1264 -5.5018 0.17
H 2.1861 0.7040 -6.5639 0.34
C 0.1637 -3.8370 7.4863 -0.61
C 0.8919 -4.3259 6.3678 -0.34
C 0.2038 -3.9596 5.2419 -0.56
N -0.9087 -3.2690 5.6360 0.09
C -0.9421 -3.1910 7.0013 -0.24
H 0.4218 -3.9484 8.5260 0.39
H 1.8133 -4.8833 6.3887 0.39
H 0.4114 -4.1327 4.1999 0.36
H -1.6075 -2.8909 5.0209 0.15
H -1.7431 -2.6842 7.5121 0.38

(3)
76
Properties=species:S:1:pos:R:3:mulliken_charge:R:1 method="wB97M-V/def2-TZVPD" smiles="CCOc1ccccc1N1CCN(CC(=O)N(CC(C)C)c2c(N)n(CC(C)C)c(=O)[nH]c2=O)CC1" max_force_ha_per_bohr=0.01304 de_lowest_kj_mol=12.3 e_tot_ha=-1644.3069
C -0.2951 5.5278 2.5262 -1.08
C 1.1784 5.3430 2.1767 -0.55
O 1.4400 4.1103 1.5367 -0.49
C 1.0263 3.8969 0.2507 1.05
C 0.5995 4.9126 -0.5982 -0.48
C 0.2795 4.6590 -1.9195 -0.87
C 0.3809 3.3745 -2.4168 -1.13
C 0.7764 2.3513 -1.5769 -0.40
C 1.0887 2.5749 -0.2375 -0.17
N 1.4304 1.4405 0.5390 1.41
C 2.7297 0.8574 0.2157 -0.74
C 2.9682 -0.3919 1.0808 -1.07
N 1.6907 -0.8898 1.5538 1.01
C 1.7607 -2.2534 2.0512 -1.39
C 1.8421 -3.2402 0.8851 0.81
O 2.8931 -3.7565 0.5574 -0.67
N 0.6787 -3.4702 0.2299 0.69
C 0.6041 -4.5244 -0.7697 -1.46
C 0.4046 -3.9730 -2.1871 1.75
C -0.0660 -5.0895 -3.1150 -1.76
C 1.7009 -3.3584 -2.7105 -1.38
C -0.5488 -2.8612 0.6087 0.08
C -0.8228 -1.5631 0.2402 -1.12
N -0.0103 -0.8763 -0.6067 0.56
N -1.9611 -0.9346 0.6785 0.63
C -2.2575 0.4369 0.2962 -1.38
C -2.6729 0.5812 -1.1742 1.71
C -3.8819 -0.2989 -1.4784 -1.79
C -2.9856 2.0489 -1.4516 -1.50
C -2.8935 -1.5797 1.4779 0.38
O -3.8787 -1.0245 1.9092 -0.66
N -2.6148 -2.8884 1.7509 0.02
C -1.4789 -3.6237 1.3934 0.26
O -1.3612 -4.7757 1.7581 -0.70
C 1.1091 0.0377 2.5057 -1.29
C 1.2373 1.4792 1.9774 -0.84
H -0.9103 5.5324 1.6294 0.33
H -0.4302 6.4692 3.0511 0.41
H -0.6289 4.7162 3.1684 0.29
H 1.7742 5.2943 3.0924 0.41
H 1.5474 6.1826 1.5752 0.38
H 0.5402 5.9278 -0.2398 0.35
H -0.0396 5.4711 -2.5543 0.41
H 0.1428 3.1638 -3.4474 0.42
H 0.8422 1.3473 -1.9671 0.30
H 3.5394 1.5833 0.3894 0.44
H 2.7351 0.5991 -0.8451 0.42
H 3.4533 -1.1721 0.4925 0.50
H 3.6355 -0.1496 1.9253 0.31
H 2.6438 -2.4176 2.6881 0.54
H 0.8629 -2.4643 2.6359 0.48
H -0.2245 -5.1835 -0.4976 0.33
H 1.5387 -5.0859 -0.7141 0.54
H -0.3721 -3.1999 -2.1498 -0.20
H 0.6621 -5.8972 -3.1329 0.37
H -1.0184 -5.4934 -2.7800 0.42
H -0.1885 -4.7143 -4.1284 0.41
H 1.5277 -2.8270 -3.6438 0.40
H 2.4366 -4.1393 -2.8882 0.42
H 2.1276 -2.6647 -1.9896 0.12
H 0.1873 0.0883 -0.3523 -0.91
H 0.8404 -1.3866 -0.8032 0.39
H -3.0886 0.7485 0.9341 0.93
H -1.3933 1.0714 0.5078 -0.65
H -1.8400 0.2710 -1.8115 0.11
H -3.6358 -1.3516 -1.3578 0.27
H -4.2141 -0.1434 -2.5018 0.50
H -4.7034 -0.0619 -0.8064 0.34
H -3.2574 2.1854 -2.4949 0.38
H -3.8174 2.3817 -0.8350 0.40
H -2.1214 2.6748 -1.2400 0.16
H -3.2957 -3.3720 2.3258 0.29
H 0.0565 -0.2338 2.6331 0.35
H 1.5955 -0.0274 3.4940 0.49
H 2.0734 1.9850 2.4783 0.51
H 0.3263 2.0334 2.2030 0.20

(4)
71
Properties=species:S:1:pos:R:3:mulliken_charge:R:1 method="wB97M-V/def2-TZVPD" total_charge=+1 max_force_ha_per_bohr=0.05184 e_tot_ha=-1656.8703
C 6.1805 -0.6624 3.5384 -1.28
C 5.1408 0.4578 3.4587 -0.42
C 3.8922 0.0797 2.6688 -0.31
C 2.7508 1.0802 2.7315 -0.49
O 1.5801 0.3625 2.0687 -0.02
P 0.2213 0.7676 1.4243 0.03
O -0.3529 2.0145 2.1233 -0.43
C -1.7438 2.6811 2.2771 -0.44
C -2.8929 1.6961 2.3169 0.67
C -4.1946 2.2929 2.8557 -0.66
C -4.1379 2.6488 4.3380 -1.26
O -0.7279 -0.4850 1.5457 0.12
C -0.6165 -1.4557 2.6912 -0.55
C -1.4608 -2.6478 2.2790 -0.45
C -1.6234 -3.7278 3.3493 -0.44
C -2.4621 -4.9102 2.8714 -1.25
H 7.0449 -0.3222 4.1138 0.38
H 5.7759 -1.5477 4.0385 0.34
H 6.5317 -0.9571 2.5451 0.32
H 4.8353 0.7443 4.4724 0.35
H 5.5919 1.3458 2.9971 0.32
H 4.1670 -0.0562 1.6123 0.12
H 3.5231 -0.8907 3.0295 0.26
H 2.4249 1.3020 3.7552 0.50
H 2.9588 2.0038 2.1759 0.12
H -1.5963 3.2219 3.2178 0.42
H -1.8300 3.3827 1.4394 0.18
H -3.0745 1.3284 1.2958 -0.17
H -2.6270 0.8302 2.9373 -0.08
H -4.4618 3.1741 2.2611 0.37
H -4.9863 1.5535 2.6933 0.38
H -5.1150 2.9872 4.6879 0.40
H -3.8546 1.7839 4.9425 0.29
H -3.4205 3.4491 4.5271 0.32
H 0.4455 -1.7127 2.8033 0.24
H -0.9822 -0.9375 3.5908 0.35
H -2.4564 -2.2981 1.9673 0.30
H -0.9853 -3.0979 1.3929 0.30
H -0.6258 -4.0702 3.6462 0.32
H -2.0861 -3.2728 4.2321 0.37
H -2.5877 -5.6218 3.6867 0.38
H -3.4543 -4.5900 2.5451 0.33
H -1.9771 -5.4301 2.0421 0.33
C -4.4167 4.2663 -3.2609 -0.83
O -4.3224 2.9378 -2.7000 -0.45
C -3.1121 2.4901 -2.2729 0.68
C -3.0921 1.2541 -1.5889 -0.49
C -1.9500 0.8616 -0.9185 -0.69
C -0.7688 1.6184 -0.9546 -0.59
C 0.4670 1.0510 -0.2413 1.38
C 1.8016 1.8029 -0.4084 -0.26
C 2.9611 1.0686 -0.6816 -0.21
C 4.1995 1.7032 -0.7749 -0.55
C 4.2833 3.0915 -0.6338 -0.57
C 3.1248 3.8369 -0.4127 -0.99
C 1.8890 3.1891 -0.2598 -0.06
C -0.7542 2.7403 -1.7932 -0.71
C -1.9043 3.2070 -2.4190 -0.95
H -5.4766 4.3754 -3.4941 0.25
H -4.1038 5.0263 -2.5319 0.35
H -3.8114 4.3470 -4.1736 0.33
H -4.0041 0.6614 -1.5738 0.46
H -1.9664 -0.0921 -0.3901 0.48
H 0.6227 0.0127 -0.6160 0.70
H 2.8731 -0.0106 -0.8160 0.35
H 5.0947 1.1046 -0.9593 0.45
H 5.2552 3.5871 -0.7249 0.41
H 3.1683 4.9250 -0.3443 0.40
H 0.9862 3.7614 -0.0425 0.49
H 0.1747 3.2692 -1.9740 0.68
H -1.8771 4.1256 -3.0025 0.40

(5)
83
Properties=species:S:1:pos:R:3:mulliken_charge:R:1 method="wB97M-V/def2-TZVPD" total_charge=+2 multiplicity=3 max_force_ha_per_bohr=0.03533 s2=2.02 de_lowest_kj_mol=0.0 e_tot_ha=-6475.4346
V 0.8723 -0.0202 0.1696 -0.43
O 1.1966 4.0581 -0.5239 -0.46
C 1.2260 2.8238 -0.1161 0.62
O 0.7876 1.8617 -0.7469 -0.27
C 1.8213 2.5868 1.2219 -0.28
C 2.4652 3.4940 2.0518 -1.18
C 3.0285 2.9987 3.2193 -1.06
C 2.9471 1.6380 3.5207 -1.02
C 2.2630 0.8209 2.6358 1.13
N 1.7111 1.3067 1.5289 1.12
C 2.0138 -0.6541 2.6879 0.60
O 2.4445 -1.4028 3.6590 -0.44
O 1.3669 -1.1532 1.7693 -0.37
H 0.7679 4.1312 -1.3957 0.53
H 2.5337 4.5387 1.7833 0.70
H 3.5439 3.6681 3.8945 0.53
H 3.4061 1.2548 4.4222 0.40
H 2.9428 -0.9284 4.3396 0.30
O 0.4374 -4.0146 -0.2650 -0.28
C 0.7284 -4.2460 -1.5796 0.89
C 0.5050 -5.4822 -2.1709 -0.89
C 0.8812 -5.7038 -3.4835 -0.61
C 1.4968 -4.7010 -4.2212 -0.85
C 1.7198 -3.4703 -3.6358 -0.58
C 1.3206 -3.2213 -2.3226 0.01
C 1.5642 -1.9049 -1.7145 0.35
O 0.5782 -1.3368 -1.0425 0.04
N 2.7163 -1.3419 -1.8215 -0.82
N 2.8132 -0.1690 -1.0802 0.49
C 3.8127 0.5444 -1.4781 0.03
S 4.7998 0.0731 -2.8264 0.03
C 5.7534 1.6189 -2.8669 -0.60
C 5.9131 2.1313 -1.4521 -0.59
S 4.2875 2.0081 -0.6456 0.07
H 0.1506 -4.8413 0.1398 0.31
H 0.0492 -6.2768 -1.5906 0.38
H 0.7001 -6.6724 -3.9293 0.43
H 1.7985 -4.8808 -5.2431 0.43
H 2.1953 -2.6731 -4.1917 0.49
H 5.2384 2.3408 -3.4992 0.32
H 6.7215 1.3897 -3.3102 0.43
H 6.2147 3.1770 -1.4279 0.43
H 6.6224 1.5332 -0.8831 0.33
C -4.4785 -1.5690 1.4919 -1.08
Si -2.7275 -1.8183 0.8663 0.34
C -2.7359 -2.6917 -0.7932 -0.47
C -1.6757 -2.7028 2.1444 -0.89
As -1.6218 0.2956 0.5072 0.61
Si -2.4951 1.1451 -1.5669 0.32
C -2.0005 2.9592 -1.7839 -0.95
C -1.7253 0.1594 -2.9622 -0.94
C -4.3616 0.9665 -1.5040 -0.99
Si -2.2186 1.7307 2.3218 0.36
C -4.0713 1.7806 2.6193 -1.12
C -1.6290 3.4939 2.0078 -0.96
C -1.3226 1.0094 3.8241 -0.88
H -4.9798 -2.5404 1.4621 0.39
H -5.0635 -0.8855 0.8758 0.33
H -4.5144 -1.2217 2.5240 0.29
H -2.9845 -3.7451 -0.6408 0.46
H -1.7617 -2.6436 -1.2815 -0.31
H -3.4937 -2.2800 -1.4619 0.38
H -2.0966 -3.6901 2.3499 0.51
H -1.6506 -2.1594 3.0915 0.29
H -0.6529 -2.8375 1.7910 0.02
H -1.0898 3.0137 -2.3842 0.18
H -1.8494 3.4996 -0.8480 0.15
H -2.7834 3.4810 -2.3377 0.52
H -0.6403 0.2761 -2.9862 0.11
H -2.1199 0.5398 -3.9082 0.55
H -1.9497 -0.9051 -2.9125 0.28
H -4.7938 1.4064 -0.6040 0.27
H -4.6707 -0.0787 -1.5533 0.24
H -4.8040 1.4782 -2.3617 0.42
H -4.6506 1.8197 1.6965 0.24
H -4.3158 2.6767 3.1947 0.41
H -4.4147 0.9219 3.1948 0.34
H -2.2143 3.9817 1.2269 0.34
H -0.5719 3.5963 1.7591 0.17
H -1.7945 4.0636 2.9262 0.51
H -1.9418 0.2573 4.3161 0.42
H -1.1115 1.7867 4.5618 0.45
H -0.3797 0.5271 3.5578 0.01

(6)
83
Properties=species:S:1:pos:R:3:mulliken_charge:R:1 method="wB97M-V/def2-TZVPD" multiplicity=2 max_force_ha_per_bohr=0.00963 s2=0.76 de_lowest_kj_mol=5.2 e_tot_ha=-3047.1694
V -0.4448 -0.4347 -0.3767 -0.21
C 3.7679 -1.4110 -0.5320 -1.76
C 2.5422 -0.9575 -1.0311 -0.77
N 1.6079 -0.9967 -0.0840 1.63
N 2.2020 -1.4599 1.0345 0.69
C 3.4974 -1.7257 0.7858 -0.50
B 1.5228 -1.6372 2.4277 -0.56
N 1.5751 -0.3297 3.2683 0.51
C 2.6602 0.1135 3.9392 -0.12
C 2.3299 1.2989 4.5579 -1.16
C 0.9859 1.4959 4.1987 -0.27
N 0.5420 0.5229 3.4113 -0.62
N 0.0807 -2.1140 2.2808 -0.44
C -0.5276 -3.0223 3.0643 -0.57
C -1.8617 -3.0774 2.7173 -1.27
C -1.9850 -2.1313 1.6934 -0.65
N -0.8145 -1.5587 1.4358 1.59
H 4.7022 -1.5160 -1.0562 0.51
H 2.2745 -0.6148 -2.0181 0.54
H 4.1297 -2.1239 1.5621 0.47
H 2.1697 -2.4722 3.0089 -0.18
H 3.5691 -0.4670 3.9520 0.51
H 2.9479 1.9041 5.1991 0.46
H 0.3190 2.2947 4.4908 0.49
H 0.0358 -3.5573 3.8105 0.45
H -2.6252 -3.7080 3.1378 0.46
H -2.8526 -1.8471 1.1192 0.59
C 4.3248 2.2847 0.6742 -0.78
N 3.4362 2.9717 -0.2539 0.14
C 4.0539 3.7209 -1.3317 -1.12
C 2.0975 2.7647 -0.2717 0.23
O 1.3393 3.2729 -1.0819 -0.72
C 1.5600 1.8830 0.8470 -0.93
O 0.2385 1.4632 0.5603 0.81
C -0.7333 2.3767 1.0270 -0.59
C -2.0892 1.8239 0.6435 -0.09
O -2.1675 0.6829 0.1858 -0.33
N -3.1604 2.6091 0.8111 0.26
C -3.0578 3.9544 1.3515 -0.96
C -4.4635 2.1699 0.3346 -1.11
H 5.2785 2.8094 0.6838 0.37
H 3.9330 2.3003 1.6906 0.31
H 4.5002 1.2461 0.3806 0.20
H 4.6994 4.5005 -0.9242 0.33
H 4.6566 3.0635 -1.9637 0.35
H 3.2740 4.1737 -1.9353 0.34
H 2.1612 0.9959 1.0072 0.02
H 1.5780 2.4479 1.7840 0.66
H -0.6608 2.4511 2.1179 0.39
H -0.5749 3.3576 0.5718 0.70
H -2.3231 4.0013 2.1530 0.34
H -2.7944 4.6824 0.5794 0.30
H -4.0211 4.2327 1.7739 0.36
H -4.3448 1.2453 -0.2216 0.31
H -5.1425 2.0055 1.1729 0.33
H -4.8872 2.9307 -0.3224 0.39
C -1.3638 2.5763 -2.8128 -1.08
C -1.8493 1.1779 -3.0494 0.70
C -2.9042 0.9075 -3.9028 -0.92
C -3.3156 -0.4196 -4.0540 -0.71
C -2.6867 -1.4255 -3.3630 -0.74
C -1.5957 -1.0954 -2.5245 1.16
N -1.1999 0.2014 -2.4055 -0.04
N -0.8952 -1.9190 -1.7157 0.04
Si -0.7616 -3.6368 -1.7845 -0.34
C 0.6165 -4.1703 -0.6433 -0.65
C -0.3779 -4.1737 -3.5441 -1.13
C -2.3321 -4.5080 -1.2232 -0.98
H -1.8854 3.2900 -3.4487 0.45
H -0.2899 2.6481 -2.9803 0.22
H -1.5191 2.8622 -1.7692 0.04
H -3.3894 1.7112 -4.4397 0.40
H -4.1443 -0.6545 -4.7121 0.43
H -3.0099 -2.4545 -3.4454 0.31
H 1.5915 -3.8011 -0.9702 0.11
H 0.6636 -5.2620 -0.5934 0.54
H 0.4351 -3.7951 0.3668 -0.08
H 0.4227 -3.5643 -3.9703 0.30
H -1.2485 -4.0878 -4.1988 0.31
H -0.0520 -5.2174 -3.5645 0.38
H -2.4954 -4.3332 -0.1565 0.23
H -2.2580 -5.5885 -1.3759 0.40
H -3.2168 -4.1572 -1.7604 0.33